# C29H48AlBCaF7N2O7S

C29H48AlBCaF7N2O7S as an isolated structure in a non-equilibrium geometry (the ωB97M-V functional and the def2-TZVPD basis, OMol25).

Values from the calculation:
Frontier orbital gap in eV: 0.744
HOMO energy in eV: -3.71
Energy in eV: -103718.969
Charge: -1

XYZ file:
```
97
Properties=species:S:1:pos:R:3:lowdin_charge:R:1
C 6.41542 0.15081 -3.50292 -0.124
C 6.58738 0.97618 -2.09588 -0.294
F 7.24962 2.29974 -2.36723 -0.236
Al 4.89531 1.10288 -0.94486 0.335
C 4.98906 2.48304 0.58107 -0.194
C 5.76875 3.87569 0.19460 -0.436
C 5.29871 4.55891 -1.22052 -0.515
S 6.63109 5.79362 -1.81149 0.547
C 4.57441 -0.81099 -0.16706 -0.137
C 4.10383 -1.89301 -1.31092 -0.240
O 3.61923 -1.60667 -2.52269 -0.031
F 4.20024 -3.35829 -0.95649 -0.086
C 3.17524 1.56781 -2.02524 -0.201
C 1.77179 0.91623 -1.52407 -0.055
C 0.27301 1.17691 -2.18962 -0.015
C 0.37762 2.22896 -3.48720 -0.060
C 1.88084 2.73521 -3.85546 -0.162
N 3.19951 2.46228 -3.21724 -0.085
H 6.02447 -0.93845 -3.28439 0.090
H 7.51757 0.00739 -3.93861 0.074
H 5.81838 0.72234 -4.33370 0.070
H 7.38779 0.36713 -1.45271 0.109
H 3.87598 2.64368 0.95889 0.096
H 5.60141 1.97432 1.46376 0.062
H 5.50814 4.65694 1.05851 0.107
H 6.92929 3.72034 0.15096 -0.075
H 4.24843 5.12117 -1.14816 0.091
H 5.18672 3.79078 -2.09738 0.061
H 6.85388 5.47018 -3.18461 -0.107
H 3.74496 -0.78790 0.67004 0.081
H 5.62609 -1.19857 0.23737 0.079
H 1.82300 0.18256 -0.58985 0.075
H -0.72926 0.72353 -1.79229 0.059
H -0.59748 2.56723 -4.08286 0.080
H 1.92957 3.45473 -4.80967 0.081
C 4.30223 0.56738 5.17785 0.020
C 4.08404 0.75754 3.87303 0.006
C 2.73594 1.07067 3.35942 -0.382
O 2.53495 1.24290 2.16507 0.052
C 1.63926 1.16706 4.34318 0.026
C 1.85745 0.97690 5.64800 0.054
C 3.20554 0.66377 6.16162 -0.362
O 3.40653 0.49154 7.35596 0.141
H 5.28468 0.33628 5.57109 0.116
H 4.87809 0.69099 3.13895 0.092
H 0.65681 1.39816 3.94995 0.124
H 1.06340 1.04345 6.38208 0.107
O 6.90727 3.63948 -4.96305 0.286
H 7.58449 3.18615 -5.52701 0.204
H 7.00281 3.38758 -4.00936 0.127
H 5.98841 3.46844 -5.29257 0.206
F 3.27074 4.54982 -2.25976 -0.559
O -2.79546 -0.35060 -1.34441 0.078
C -2.74666 -1.52374 -1.67540 -0.458
O -3.72845 -2.16874 -2.37128 0.025
C -3.38951 -3.54976 -2.48822 -0.167
C -1.89600 -3.60993 -2.30186 -0.167
C -1.63668 -2.47469 -1.34405 -0.083
H -3.92774 -4.10822 -1.71518 0.125
H -3.69338 -3.92209 -3.47090 0.133
H -1.54647 -4.57920 -1.93650 0.120
H -1.39459 -3.40709 -3.25603 0.123
H -1.73597 -2.79078 -0.30192 0.137
H -0.66017 -2.01728 -1.51906 0.123
Ca 7.87226 5.12009 0.58070 1.180
C -9.55463 -2.58870 1.25794 -0.096
C -8.12258 -2.40018 1.74986 -0.272
N -7.10075 -2.90494 0.82661 -0.179
C -5.75986 -2.95392 1.42082 -0.249
C -5.11160 -1.62910 1.81257 -0.087
C -7.15269 -2.38971 -0.54322 -0.245
C -7.03823 -0.88120 -0.73486 -0.076
H -9.76540 -3.64175 1.04271 0.079
H -10.25735 -2.25726 2.02966 0.066
H -9.76110 -1.99985 0.35923 0.064
H -8.03941 -2.94495 2.69779 0.113
H -7.96788 -1.34055 1.98156 0.093
H -5.08246 -3.49110 0.74502 0.101
H -5.81106 -3.58216 2.31964 0.105
H -4.74144 -1.08921 0.93808 0.049
H -4.24616 -1.81912 2.45547 0.071
H -5.79095 -0.97654 2.36678 0.067
H -8.09320 -2.72080 -1.00030 0.084
H -6.37882 -2.87964 -1.14746 0.105
H -7.63388 -0.31632 -0.01325 0.066
H -7.39871 -0.60976 -1.73432 0.068
H -6.00215 -0.54438 -0.67343 0.051
C -8.34358 -3.02951 -3.72835 -0.417
O -7.87006 -4.11280 -3.13122 -0.232
H -7.61453 -2.25706 -4.02655 0.054
H -8.88893 -3.17244 -4.67672 0.063
H -9.06964 -2.41848 -3.16551 0.048
B 0.34266 0.91169 9.44784 -1.049
F 1.39499 1.83042 9.85085 0.020
F -0.84293 1.14851 10.25536 0.021
F 0.02423 1.12480 8.04532 0.018
F 0.79431 -0.45679 9.63967 0.023
```

# C6H12O

C6H12O in the gas phase (the ωB97M-V functional and the def2-TZVPD basis, OMol25).

Values from the calculation:
Frontier orbital gap in eV: 9.281
HOMO energy in eV: -8.25
Energy in eV: -8461.398
Energy above the lowest of the compared OMol25 structures with the same formula, charge and spin in eV: 2.956
Charge: 0

XYZ file:
```
19
Properties=species:S:1:pos:R:3:lowdin_charge:R:1
C -0.03836 0.08060 2.83069 -0.061
O 0.04161 0.52672 1.47229 -0.148
C 0.97888 -0.02341 0.74225 -0.015
C -0.80430 -1.50208 -0.94413 -0.108
C 0.41960 -0.77450 -1.50348 -0.235
C 0.82103 0.47574 -0.68001 -0.398
C -0.11793 1.65761 -0.93073 -0.078
H 0.79751 -0.59135 3.03553 0.081
H -0.99313 -0.43695 2.95402 0.090
H -0.01197 0.95983 3.47775 0.089
H -0.60061 -1.86468 0.06918 0.065
H -1.06549 -2.36786 -1.56075 0.072
H -1.68372 -0.84971 -0.89534 0.072
H 0.22701 -0.45477 -2.53546 0.109
H 1.26513 -1.47000 -1.53728 0.107
H 1.83812 0.74800 -0.99874 0.130
H -0.04431 1.98314 -1.97498 0.079
H -1.16176 1.39532 -0.73185 0.071
H 0.13267 2.50836 -0.28896 0.076
```

# C2H6N2OS

C2H6N2OS in the gas phase in a non-equilibrium geometry (the ωB97M-V functional and the def2-TZVPD basis, OMol25).

Values from the calculation:
Frontier orbital gap in eV: 9.407
HOMO energy in eV: -8.59
Structure (SMILES): C/C(=N\O)NS
Energy in eV: -18031.296
Energy above the lowest of the compared OMol25 structures with the same formula, charge and spin in eV: 3.509
Charge: 0

XYZ file:
```
12
Properties=species:S:1:pos:R:3:lowdin_charge:R:1
C -0.11492 0.45400 -1.44467 -0.042
C -0.00233 -0.04075 -0.03281 -0.545
N -0.20656 0.59855 1.01319 -0.007
O -0.80458 1.84584 0.94252 -0.007
N 0.68814 -1.25290 0.01663 -0.430
S 1.13449 -1.97226 1.50648 0.682
H 0.33058 1.50073 -1.37182 0.088
H 0.60664 -0.20912 -2.17834 0.128
H -1.19107 0.62446 -1.85905 0.104
H -0.81979 2.14824 1.79118 0.039
H 0.45810 -2.07722 -0.57944 0.081
H -0.07870 -1.61959 2.19615 -0.092
```